C6H11NO | wB97M-V/def2-TZVPD

Geometry as XYZ:
```
19
Properties=species:S:1:pos:R:3:forces:R:3:nbo_charge:R:1
C -0.2413 -0.2702 -0.8873 2.0 1.7 3.6 0.563
C 1.5169 -0.5047 0.0569 0.4 -1.0 0.6 -0.224
C 0.2467 0.1254 0.6920 -0.3 -3.7 -3.1 -0.068
C -0.3356 -0.8825 1.7359 -2.0 2.3 -0.2 -0.625
C 0.3874 1.5352 1.0395 2.0 -0.9 3.1 -0.625
C -1.2542 -0.5104 -2.8883 0.4 1.6 -1.5 -0.293
N 0.8858 -0.7867 -1.2364 -0.9 0.4 -0.9 -0.539
O -1.3154 0.0858 -1.5620 0.0 -1.7 -0.2 -0.489
H 2.3841 0.2031 0.0082 -0.5 -0.9 -0.1 0.194
H 1.7462 -1.5096 0.5304 0.4 1.3 -0.2 0.182
H -1.2505 -0.2498 2.0271 0.9 -1.7 0.5 0.210
H 0.2532 -1.2525 2.5834 0.3 1.1 0.0 0.221
H -0.6479 -1.8216 1.3009 -0.3 0.0 -0.7 0.221
H -0.2994 1.9455 1.7038 -2.0 0.3 1.1 0.216
H 0.4699 2.2359 0.2882 0.7 1.1 -2.0 0.226
H 1.2853 1.5056 1.7317 -0.4 0.6 -1.0 0.209
H -0.7448 0.3123 -3.4975 -0.8 -1.2 0.3 0.191
H -2.3127 -0.6566 -3.2486 1.3 -0.1 0.5 0.204
H -0.5441 -1.3800 -2.9321 -1.2 0.6 0.2 0.229
```
Positions in Å, forces in eV/Å.

orbital gap: 10.18 eV
total charge: 0
multiplicity: 1
ΔE to the lowest compared entry with this formula, charge and spin: 314.88 kJ/mol